Model w:
A 2-piece molecular cluster, C2H4O3P overall. Source: OMol25; level of theory: wB97M-V/def2-TZVPD.

XYZ file:
```
10
Properties=species:S:1:pos:R:3:lowdin_charge:R:1
C -0.46 0.93 -0.22 -0.717
C 0.51 -0.18 -0.29 -0.137
O -3.39 0.94 -0.03 -0.377
O -0.19 2.07 -0.43 -0.011
O -2.10 -1.26 -0.40 -0.426
P -2.13 0.23 -0.08 0.440
H 0.31 -0.75 -1.18 0.063
H 0.25 -0.85 0.53 0.043
H 1.51 0.30 -0.26 0.088
H -1.12 0.41 1.72 0.034
```

## Properties
Total charge: -1
E_HOMO: -3.91 eV
Orbital gap: 8.061 eV


Model x:
A 2-piece molecular cluster, C2H4O3P overall. Source: OMol25; level of theory: wB97M-V/def2-TZVPD.

XYZ file:
```
10
Properties=species:S:1:pos:R:3:lowdin_charge:R:1
C -1.91 -0.31 -1.67 -0.439
C 1.08 -0.58 1.56 -0.434
O -2.83 0.40 -1.59 0.164
O -1.04 -1.10 -1.76 0.145
O -0.74 0.99 0.39 -0.509
P 0.65 0.61 0.42 0.285
H 0.19 -1.43 1.49 -0.008
H 2.09 -1.01 1.39 -0.091
H 1.56 1.85 0.63 -0.026
H 0.95 0.58 -0.86 -0.086
```

## Properties
Total charge: -1
E_HOMO: -2.71 eV
Orbital gap: 6.231 eV


Here are the energies relative to the best structure, in eV: model w 0.000; model x 0.731.


Model w:
An isolated ion of composition C4H2ClO2 and charge -1. Source: OMol25; level of theory: wB97M-V/def2-TZVPD.

XYZ file:
```
9
Properties=species:S:1:pos:R:3:lowdin_charge:R:1
O -0.86 1.83 -1.93 -0.021
C -0.97 1.52 -0.76 -0.451
C -0.24 0.23 0.07 -0.062
C -0.84 0.89 1.32 -0.545
O -0.64 0.53 2.47 -0.025
C -1.51 1.82 0.50 -0.700
Cl -2.43 3.17 0.98 0.588
H -0.61 -0.86 -0.24 0.110
H 0.93 0.22 0.20 0.105
```

## Properties
Total charge: -1
E_HOMO: -3.85 eV
SMILES: O=C1CC([O-])=C1Cl
Orbital gap: 7.623 eV


Model x:
An isolated ion of composition C4H2ClO2 and charge -1. Source: OMol25; level of theory: wB97M-V/def2-TZVPD.

XYZ file:
```
9
Properties=species:S:1:pos:R:3:lowdin_charge:R:1
C -0.48 -1.56 -0.08 -0.107
C 0.40 -0.63 0.31 -0.685
O 1.31 -0.69 1.13 -0.082
C 0.22 0.91 -0.28 -0.543
Cl 0.21 0.76 -2.05 0.554
C 0.17 2.04 0.29 -0.284
O 0.12 2.88 1.12 0.104
H -0.67 -2.56 0.36 0.026
H -1.27 -1.16 -0.80 0.017
```

## Properties
Total charge: -1
E_HOMO: -2.86 eV
SMILES: C=C([O-])C(Cl)=C=O
Orbital gap: 6.345 eV


Here are the energies relative to the best structure, in eV: model w 0.000; model x 1.824.


Model w:
Br6Hf as an isolated structure. Source: OMol25; level of theory: wB97M-V/def2-TZVPD.

XYZ file:
```
7
Properties=species:S:1:pos:R:3:lowdin_charge:R:1
Hf -15.20 -2.41 6.49 0.045
Br -14.55 -1.62 3.94 -0.328
Br -14.94 -5.06 5.80 -0.332
Br -12.45 -2.50 7.11 -0.373
Br -17.82 -2.48 5.83 -0.301
Br -15.49 0.22 7.35 -0.348
Br -15.82 -3.14 9.13 -0.363
```

## Properties
Total charge: -2
E_HOMO: -2.77 eV
Orbital gap: 8.013 eV


Model x:
Br6Hf as an isolated structure. Source: OMol25; level of theory: wB97M-V/def2-TZVPD.

XYZ file:
```
7
Properties=species:S:1:pos:R:3:lowdin_charge:R:1
Hf -0.03 0.07 -0.06 0.050
Br 0.82 -2.49 0.64 -0.363
Br -0.89 2.69 -0.40 -0.338
Br 2.22 1.11 1.13 -0.330
Br 1.44 -0.51 -2.33 -0.343
Br -1.29 -0.13 2.43 -0.356
Br -2.26 -0.75 -1.40 -0.321
```

## Properties
Total charge: -2
E_HOMO: -2.48 eV
Orbital gap: 7.733 eV


Here are the energies relative to the best structure, in eV: model w 0.000; model x 0.106.